This record from OMol25 describes a structure of composition C26H48Cl3ErN6O3Si at a distorted geometry. The level of theory is the ωB97M-V functional and the def2-TZVPD basis.

Results
expectation value of S²: 3.75
spin multiplicity: 4
E_LUMO (alpha / beta): 0.0070 / 0.0071 Eh
energy: -115893.8501 eV

```
88
C26H48Cl3ErN6O3Si (the ωB97M-V functional and the def2-TZVPD basis)
C -2.076 -2.094 -4.903
C -1.305 -2.443 -3.645
H -2.285 -2.992 -5.492
H -1.511 -1.419 -5.558
H -3.020 -1.597 -4.640
C -0.425 -3.502 -3.624
C -0.171 -4.287 -4.851
H 0.157 -3.731 -2.732
H 0.401 -3.706 -5.584
H -1.091 -4.605 -5.374
H 0.414 -5.186 -4.629
Er 0.707 1.746 0.952
Cl -1.913 2.020 1.287
Cl 2.085 3.274 -0.478
H 1.793 6.200 3.326
H -1.259 7.002 3.171
C 1.496 6.202 2.268
C -0.964 6.769 2.136
N 0.106 5.768 2.121
H 2.160 5.539 1.700
C -0.202 4.479 2.206
O 0.664 3.563 2.356
H -1.840 6.360 1.610
H -1.265 4.247 2.068
H 1.568 7.229 1.895
H -0.614 7.684 1.649
H 2.124 -0.064 -2.908
H 2.392 -2.714 -2.700
C 3.014 -0.039 -2.267
C 3.190 -2.462 -1.975
N 2.938 -1.164 -1.350
H 3.042 0.898 -1.711
C 2.587 -0.999 -0.069
O 2.332 0.122 0.451
H 3.234 -3.243 -1.214
H 2.547 -1.929 0.517
H 3.891 -0.152 -2.918
H 4.139 -2.437 -2.532
O -0.831 -0.998 -2.938
C -1.815 -1.809 -2.350
C -0.167 -2.683 -0.605
C -1.486 -2.412 -1.018
H 0.670 -2.214 -1.111
C 0.074 -3.593 0.429
H -2.854 -1.435 -2.462
C -2.526 -2.761 -0.136
H 1.095 -3.928 0.656
C -1.004 -4.106 1.168
C -2.281 -3.584 0.956
H -3.535 -2.407 -0.353
H -0.844 -4.849 1.952
H -3.093 -3.854 1.624
Si -0.694 1.421 -2.992
Cl -0.261 0.386 -0.789
C 0.982 1.864 -3.693
C -1.545 2.910 -2.159
C -1.829 0.922 -4.365
H 1.410 1.003 -4.238
H 1.698 2.260 -2.956
H 0.747 2.655 -4.429
H -1.239 0.384 -5.113
H -2.270 1.801 -4.855
H -2.631 0.294 -3.968
H -2.412 2.589 -1.559
H -1.905 3.553 -2.981
H -0.898 3.528 -1.518
C 0.166 1.099 4.068
N 0.365 0.190 2.873
C -0.851 -0.665 2.740
N -1.125 -1.433 3.966
C -1.293 -0.497 5.107
N -0.091 0.341 5.304
C 1.075 -0.543 5.537
N 1.282 -1.491 4.413
C 1.504 -0.717 3.185
C 0.047 -2.289 4.260
H -0.689 1.752 3.848
H 1.078 1.698 4.210
H -0.697 -1.364 1.905
H -1.703 -0.010 2.524
H -1.452 -1.096 6.012
H -2.155 0.156 4.907
H 1.976 0.080 5.636
H 0.896 -1.124 6.452
H 1.621 -1.419 2.355
H 2.424 -0.122 3.291
H -0.149 -2.804 5.212
H 0.176 -3.012 3.439
```